Molecular formula: C14H21NO2
Method: DFT, wB97M-V/def2-TZVPD

```
! wB97M-V def2-TZVPD RIJCOSX def2/J DEFGRID3
* xyz 0 1
C 1.0235 -2.4912 -4.8538
O 0.6872 -1.8810 -3.6345
C 0.3343 -2.6810 -2.5873
C 0.2817 -4.0629 -2.6217
C -0.0917 -4.7829 -1.4937
C -0.4138 -4.1231 -0.3291
C -0.3668 -2.7356 -0.2777
C 0.0036 -2.0028 -1.3919
O 0.0831 -0.6451 -1.4506
C -0.2412 0.0979 -0.2973
C -0.0727 1.5761 -0.6516
N -0.5286 2.4316 0.4237
H -0.6762 3.3666 0.0623
C 0.3446 2.4805 1.5929
C -0.2064 1.5459 2.6983
C -0.5125 2.4352 3.9083
C -0.7337 3.8145 3.2981
H -0.6573 4.6191 4.0282
H -1.7140 3.8587 2.8229
C 0.3579 3.8758 2.2359
H 0.1963 4.6685 1.5053
H 1.3235 4.0474 2.7148
H -1.3741 2.0805 4.4716
H 0.3464 2.4666 4.5812
H 0.4954 0.7524 2.9511
H -1.1231 1.0912 2.3265
H 1.3666 2.1871 1.3057
H -0.6809 1.7772 -1.5358
H 0.9848 1.7460 -0.9193
H 0.4231 -0.1719 0.5337
H -1.2806 -0.0850 0.0056
H -0.6235 -2.2351 0.6421
H -0.7050 -4.6760 0.5508
H -0.1267 -5.8606 -1.5407
H 0.5298 -4.5971 -3.5250
H 0.1857 -3.0656 -5.2639
H 1.2656 -1.6755 -5.5335
H 1.8957 -3.1464 -4.7519
*
```

Output
Energy above the lowest of the compared OMol25 structures with the same formula, charge and spin (kJ/mol): 160.0
Structure (SMILES): COc1ccccc1OCCNC1CCCC1
Kohn-Sham gap (eV): 8.92